(1)
Computed, not measured: a single C7H10N2O3S molecule in a non-equilibrium geometry, with the ωB97M-V functional and the def2-TZVPD basis.

The geometry in XYZ format:
```
23
Properties=species:S:1:pos:R:3:nbo_charge:R:1
C 0.234 0.674 -0.939 0.3169
C 0.028 -0.595 -1.687 -0.1940
C 2.295 0.039 0.158 0.6594
C -0.812 1.653 -0.933 -0.4918
C -1.680 1.687 0.358 -0.5238
C -1.965 -1.141 0.793 -0.2289
C 2.373 -0.538 1.559 -0.7119
N 1.130 0.710 -0.059 -0.4470
N -1.256 -1.735 -0.118 0.3376
O 3.238 0.086 -0.591 -0.5622
O -1.236 -1.087 -1.416 -0.3799
O -0.428 -2.649 -0.044 -0.4477
S -2.880 0.323 0.487 0.2578
H 0.794 -1.327 -1.438 0.2329
H 0.233 -0.844 -2.844 0.2483
H -0.356 2.688 -0.721 0.2540
H -1.335 1.549 -1.911 0.2400
H -0.964 1.877 1.304 0.2454
H -2.337 2.574 0.458 0.2455
H -2.167 -1.734 1.762 0.2470
H 3.056 -1.401 1.627 0.2390
H 1.328 -0.980 1.881 0.2207
H 2.706 0.169 2.314 0.2429
```

The calculation puts the energy above the lowest of the compared OMol25 structures with the same formula, charge and spin at 512.4 kJ/mol. The HOMO energy comes out at -9.3 eV. For the orbital gap, the calculation gives 9.2531 eV.

***

(2)
Computed, not measured: 7 unconnected molecules or ions with the total composition C43H85BClN4O12S in a non-equilibrium geometry, with the ωB97M-V functional and the def2-TZVPD basis.

The geometry in XYZ format:
```
147
Properties=species:S:1:pos:R:3:mulliken_charge:R:1
C 6.365 -2.121 3.057 -0.6692
C 5.303 -3.356 3.265 0.4967
O 5.457 -4.108 4.384 -0.5381
O 4.224 -3.750 2.346 -0.2776
C 3.203 -2.665 2.238 -0.2643
C 2.924 -2.439 0.604 -0.5732
C 3.932 -1.303 0.003 -0.5131
C 3.671 0.239 0.381 0.7798
C 2.454 1.077 -0.387 3.8197
C 2.016 0.115 -1.646 -1.4763
C 0.621 -0.820 -1.678 -0.2495
C 0.208 -1.830 -2.930 -0.7444
C 1.275 -1.885 -4.208 -0.5496
C 2.613 -0.917 -3.933 -0.2785
N 2.901 -0.068 -2.807 0.1545
C 1.289 1.228 0.806 -3.2687
N 0.889 -0.097 1.409 -0.0254
N 0.239 2.277 0.667 1.2640
B -1.036 1.844 -0.101 1.3639
O -1.146 1.896 -1.597 -0.6059
O -2.229 1.234 0.576 -0.7853
C -0.356 2.814 1.996 0.6996
C 0.047 2.174 3.489 -0.2623
C -0.700 2.902 4.734 -0.5486
C -1.702 4.104 4.327 -0.1730
N -2.137 4.690 3.040 -0.2727
C -1.470 4.050 1.863 -0.5506
C 0.663 3.556 -0.046 -0.3385
C 1.783 3.412 -1.192 -1.4540
C 3.161 2.544 -0.753 1.0014
C 3.791 3.369 0.475 -0.5214
C 5.339 3.861 0.547 -0.4328
C 6.497 2.754 0.845 -0.5558
Cl 5.846 5.217 -0.669 -0.1903
C 3.955 2.722 -2.137 -1.0181
S 5.524 1.847 -2.489 0.9860
O 6.845 2.636 -2.353 -0.5879
O 5.475 1.397 -4.004 -0.6646
H 6.633 -1.886 1.937 0.2582
H 7.381 -2.423 3.584 0.3351
H 5.886 -1.160 3.545 0.2110
H 3.591 -1.659 2.699 0.1075
H 2.188 -2.948 2.789 0.2429
H 1.795 -2.322 0.341 0.1447
H 3.264 -3.475 0.114 0.4093
H 4.145 -1.576 -1.114 0.3801
H 4.977 -1.560 0.538 0.0199
H 3.611 0.295 1.560 0.1187
H 4.702 0.784 0.119 -1.3587
H -0.150 -0.845 -0.807 0.3524
H -0.777 -2.468 -2.927 0.3581
H 1.118 -2.523 -5.178 0.3389
H 3.400 -0.968 -4.834 0.3288
H 1.966 1.665 1.697 0.4706
H 1.594 -0.391 2.150 0.2284
H -0.018 -0.091 1.909 0.4318
H -2.097 1.753 -1.886 0.2525
H -2.995 1.837 0.303 0.2156
H 0.828 1.314 3.618 0.2157
H -0.495 2.590 5.854 0.3322
H -2.202 4.640 5.273 0.2973
H -1.789 4.548 0.826 0.1372
H 1.043 4.366 0.744 0.4888
H -0.241 4.106 -0.603 0.2528
H 1.260 2.920 -2.146 0.4153
H 2.116 4.492 -1.546 0.3697
H 3.202 4.405 0.601 0.1851
H 3.679 2.873 1.558 0.1053
H 5.346 4.505 1.570 0.4562
H 6.591 1.852 0.134 0.1102
H 6.276 2.313 1.933 0.2921
H 7.545 3.315 0.964 0.1163
H 4.103 3.895 -2.327 0.5910
H 3.197 2.474 -3.031 0.4602
H 5.735 0.616 -1.785 0.1007
C -5.862 5.500 1.355 -0.7052
C -6.345 5.894 2.742 0.4032
C -5.884 7.295 3.111 -1.2613
O -5.844 4.964 3.698 -0.5474
H -4.768 5.497 1.307 0.0439
H -6.191 4.485 1.107 0.1204
H -6.244 6.187 0.594 0.4017
H -7.439 5.845 2.778 0.3281
H -4.790 7.356 3.125 0.2940
H -6.228 7.560 4.117 0.3260
H -6.267 8.036 2.403 0.3661
H -4.873 5.001 3.672 0.2827
C -7.215 0.263 1.721 -1.1402
C -6.776 0.898 0.411 0.2609
C -5.667 0.094 -0.250 -0.9507
O -6.314 2.223 0.659 -0.4688
H -6.383 0.221 2.434 0.2749
H -8.004 0.859 2.192 0.3565
H -7.590 -0.752 1.561 0.3248
H -7.633 0.971 -0.268 0.2966
H -4.781 0.046 0.392 0.0504
H -5.353 0.569 -1.186 0.2769
H -5.996 -0.927 -0.469 0.4155
H -5.554 2.168 1.261 0.2589
C -7.480 -4.902 3.001 -1.3613
C -7.041 -4.267 1.691 0.4518
C -5.933 -5.071 1.030 -1.1712
O -6.580 -2.942 1.940 -0.4023
H -6.648 -4.944 3.714 0.3535
H -8.269 -4.306 3.472 0.3379
H -7.855 -5.918 2.842 0.3797
H -7.898 -4.194 1.012 0.2425
H -5.046 -5.119 1.673 0.3081
H -5.618 -4.596 0.094 0.2383
H -6.262 -6.092 0.811 0.3531
H -5.819 -2.997 2.541 0.2654
C 10.302 6.979 2.458 -1.3569
C 9.746 5.811 1.659 0.3691
C 9.994 5.991 0.170 -1.1307
O 8.344 5.703 1.895 -0.4677
H 9.821 7.919 2.167 0.3511
H 10.106 6.842 3.527 0.3236
H 11.382 7.079 2.311 0.3871
H 10.208 4.878 1.999 0.2700
H 9.501 6.896 -0.203 0.3029
H 9.577 5.150 -0.394 0.2545
H 11.064 6.062 -0.046 0.3934
H 7.925 6.527 1.596 0.3350
C -4.251 -8.118 -2.757 -1.0924
C -3.594 -7.143 -1.793 0.5026
C -2.104 -7.414 -1.661 -1.3033
O -4.209 -7.258 -0.512 -0.4657
H -4.145 -9.150 -2.404 0.3672
H -5.326 -7.919 -2.832 0.3283
H -3.810 -8.043 -3.755 0.1583
H -3.752 -6.117 -2.142 0.2056
H -1.921 -8.421 -1.270 0.3617
H -1.646 -6.713 -0.955 0.3342
H -1.598 -7.318 -2.627 0.3100
H -4.074 -8.166 -0.194 0.3241
C -2.737 -7.537 -8.048 -1.3459
C -3.220 -7.143 -6.661 0.4407
C -2.759 -5.742 -6.291 -1.1694
O -2.718 -8.073 -5.704 -0.5512
H -1.642 -7.539 -8.096 0.3490
H -3.066 -8.552 -8.295 0.3379
H -3.119 -6.850 -8.809 0.3750
H -4.313 -7.192 -6.624 0.2870
H -1.665 -5.680 -6.277 0.3247
H -3.103 -5.476 -5.286 0.2204
H -3.141 -5.001 -7.000 0.3923
H -1.748 -8.036 -5.730 0.3264
```

The HOMO energy comes out at -11.3 eV. For the orbital gap, the calculation gives 7.1766 eV. Its net charge is +1.

***

(3)
Computed, not measured: a molecular structure, C58H36AsFeN7O5S5, with the ωB97M-V functional and the def2-TZVPD basis.

The geometry in XYZ format:
```
113
Properties=species:S:1:pos:R:3:mulliken_charge:R:1
Fe -1.706 -0.278 -0.210 -0.0502
S 2.398 -4.344 0.590 0.1177
C 3.913 -5.063 0.891 -0.3334
C 4.933 -4.332 0.361 -0.9269
C 4.478 -3.165 -0.301 -0.3901
C 3.117 -3.030 -0.267 0.4059
C 2.323 -1.916 -0.785 0.3454
C 1.026 -1.683 -0.286 -0.1308
N 0.270 -0.677 -0.673 1.5868
C 0.777 0.195 -1.568 -0.7337
C 2.048 0.062 -2.127 0.7775
C 2.500 1.078 -3.040 -0.7204
C 1.738 2.155 -3.324 -1.2196
C 0.432 2.317 -2.741 0.8175
C -0.409 3.415 -2.962 -1.1352
C -1.644 3.481 -2.348 0.7545
C -2.021 2.407 -1.516 -0.4901
N -1.252 1.367 -1.310 1.0199
C -0.039 1.318 -1.891 -0.0418
C -2.556 4.613 -2.554 0.5509
C -2.390 5.690 -3.381 -0.5191
C -3.478 6.597 -3.338 -0.6217
C -4.454 6.192 -2.479 -0.4096
S -4.059 4.718 -1.721 0.0037
C 2.817 -1.036 -1.728 -0.8684
H 3.967 -5.968 1.475 0.5119
H 5.972 -4.607 0.461 0.4147
H 5.133 -2.431 -0.747 0.4434
H 0.611 -2.337 0.472 -0.9901
H 3.485 0.971 -3.477 0.4791
H 2.101 2.922 -3.998 0.4699
H -0.076 4.212 -3.615 0.3849
H -2.985 2.376 -1.023 -0.1679
H -1.524 5.834 -4.010 0.3807
H -3.532 7.506 -3.919 0.4067
H -5.386 6.683 -2.253 0.4206
H 3.805 -1.179 -2.148 0.5778
S -2.054 -1.330 -2.229 -0.4300
C -3.764 -1.674 -2.227 0.4148
C -4.259 -2.526 -3.262 -0.1334
N -4.625 -3.213 -4.110 -0.5342
C -4.574 -1.113 -1.302 0.8460
S -3.952 -0.036 -0.088 -0.3631
C -5.989 -1.338 -1.313 -0.2597
N -7.128 -1.495 -1.306 -0.5308
O -0.975 0.940 3.228 -0.7744
C -1.614 1.530 2.362 -0.2118
O -1.916 1.092 1.191 0.5510
C -2.093 2.934 2.644 0.0429
C -1.478 3.653 3.663 -0.4976
C -1.874 4.954 3.933 -0.6480
C -2.904 5.534 3.203 -0.5049
C -3.534 4.810 2.199 -0.8073
C -3.124 3.516 1.915 0.0986
H -0.684 3.180 4.227 0.5221
H -1.380 5.515 4.716 0.4435
H -3.219 6.547 3.420 0.3805
H -4.347 5.255 1.639 0.3976
H -3.617 2.935 1.146 0.4556
C 5.819 1.007 -0.289 -0.7956
C 5.612 0.060 0.705 -0.6304
C 4.407 0.017 1.395 -0.2219
C 3.391 0.919 1.095 0.5896
C 3.607 1.863 0.092 -0.5341
C 4.813 1.916 -0.590 -0.5810
As 1.609 0.892 1.938 1.0367
C 1.883 2.375 3.162 0.5361
C 1.835 3.727 2.871 -0.6721
C 1.979 4.656 3.894 -0.8173
C 2.145 4.221 5.203 -0.7782
C 2.182 2.865 5.498 -0.6558
C 2.060 1.928 4.478 0.1749
C 2.084 0.460 4.638 0.5037
C 2.213 -0.234 5.838 -0.6615
C 2.193 -1.621 5.844 -1.1238
C 2.055 -2.335 4.658 -1.2306
C 1.928 -1.647 3.459 0.0031
C 1.944 -0.261 3.448 0.0139
H 6.763 1.043 -0.819 0.3833
H 6.395 -0.648 0.952 0.4653
H 4.260 -0.724 2.173 0.3942
H 2.818 2.564 -0.167 0.3027
H 4.966 2.663 -1.360 0.4562
H 1.670 4.066 1.854 0.3854
H 1.943 5.716 3.674 0.4062
H 2.242 4.946 6.002 0.3912
H 2.305 2.542 6.525 0.3823
H 2.308 0.306 6.773 0.3481
H 2.264 -2.174 6.772 0.5986
H 2.023 -3.417 4.693 0.6477
H 1.798 -2.207 2.539 0.5676
O 1.796 -4.974 6.401 -0.6139
S 1.785 -6.356 5.960 1.2381
O 2.871 -6.705 5.052 -0.7114
O 1.510 -7.327 6.992 -0.7136
C 0.368 -6.465 4.817 -0.0836
N -0.199 -7.663 4.677 -0.4866
C -1.188 -7.752 3.802 -0.4408
C -1.613 -6.676 3.040 -0.7678
C -0.945 -5.479 3.248 -0.0795
N 0.029 -5.365 4.147 -0.0734
C -1.288 -4.254 2.478 1.6859
C -1.743 -4.327 1.163 -1.4176
C -1.956 -3.171 0.444 -0.3535
N -1.773 -1.944 0.965 0.5988
C -1.399 -1.871 2.253 -0.4066
C -1.126 -2.990 3.021 -1.1324
H -1.667 -8.721 3.707 0.4172
H -2.437 -6.769 2.347 0.4877
H -1.887 -5.279 0.671 0.4569
H -2.256 -3.214 -0.591 0.4084
H -1.245 -0.879 2.657 0.7970
H -0.764 -2.872 4.034 0.7279
```

The calculation puts the energy above the lowest of the compared OMol25 structures with the same formula, charge and spin at 0.0 kJ/mol. The HOMO energy comes out at -6.0 eV. The spin multiplicity is 2. For the orbital gap, the calculation gives 6.2646 eV. Its net charge is -1.